Entry 1:
7 unconnected molecules or ions with the total composition C9H30ClO10 in a non-equilibrium geometry, computed with ωB97M-V/def2-TZVPD.

## Properties
- Kohn-Sham gap (eV) = 9.950
- multiplicity = 1
- ΔE to the lowest compared entry with this formula, charge and spin (kJ/mol) = 0.0
- net charge = -1

Last column: natural (NBO) charge in e.
Cartesian coordinates (Å):
Cl  -0.10544  0.88834  0.57484  2.588
O  0.95537  0.05288  1.11834  -0.944
O  -1.23723  0.56212  1.38739  -0.865
O  0.35362  2.18509  0.53123  -0.856
O  -0.28922  0.53362  -0.80692  -0.907
O  -1.43647  -2.58477  0.61497  -0.951
H  -1.70564  -2.80671  1.50633  0.457
H  -1.00904  -1.73239  0.69856  0.491
O  3.22185  0.55225  3.23212  -0.965
H  2.79860  0.35749  2.39596  0.488
H  2.50471  0.56934  3.86587  0.471
O  2.05498  4.35434  2.60947  -0.950
H  1.85413  3.52614  2.17361  0.491
H  1.25554  4.87301  2.51933  0.459
C  -0.43201  1.96275  6.10652  -0.624
C  -0.12880  0.75009  5.23382  0.106
C  -1.34759  -0.05918  4.69015  -0.634
O  0.51701  1.27327  4.13687  -0.733
H  -1.02452  1.79151  7.00524  0.196
H  -1.02593  2.73722  5.62118  0.217
H  0.53879  2.29400  6.47518  0.216
H  0.59419  0.08949  5.71234  0.144
H  -2.17346  0.54583  4.31598  0.220
H  -1.64383  -0.72552  5.50030  0.192
H  -1.02382  -0.75653  3.91751  0.212
H  0.50823  0.60023  3.45236  0.486
C  -3.49929  0.85921  -3.69039  -0.645
C  -2.57520  0.03433  -4.52206  0.107
C  -2.28905  0.59369  -5.92058  -0.613
O  -1.35403  -0.01683  -3.87203  -0.731
H  -3.72496  0.27930  -2.79548  0.214
H  -4.40206  0.83749  -4.30084  0.194
H  -3.39912  1.90696  -3.40702  0.225
H  -2.93204  -0.97543  -4.72494  0.145
H  -3.23795  0.76039  -6.43039  0.192
H  -1.68106  -0.14933  -6.43668  0.209
H  -1.76220  1.54150  -5.81017  0.210
H  -1.47237  -0.01376  -2.91935  0.492
C  3.57645  -2.76577  -3.14682  -0.612
C  2.49720  -1.83254  -2.64733  0.091
C  1.41004  -2.63993  -1.95410  -0.646
O  3.07197  -1.03023  -1.68780  -0.722
H  3.06522  -3.45414  -3.81979  0.193
H  3.99099  -3.27874  -2.27900  0.211
H  4.27628  -2.28400  -3.82964  0.200
H  2.14206  -1.27520  -3.51412  0.159
H  1.02250  -3.49503  -2.50792  0.190
H  0.55513  -2.00213  -1.72952  0.231
H  1.60043  -3.20250  -1.04011  0.219
H  2.54699  -0.23106  -1.60222  0.484

Entry 2:
A molecular structure, CF3NO2S in a non-equilibrium geometry, computed with ωB97M-V/def2-TZVPD.

## Properties
- Kohn-Sham gap (spin up / spin down) (eV) = 8.004 / 8.316
- multiplicity = 1
- ΔE to the lowest compared entry with this formula, charge and spin (kJ/mol) = 272.1

Last column: natural (NBO) charge in e.
Cartesian coordinates (Å):
C  1.06835  -0.18367  0.56098  0.900
N  0.00361  -1.00804  0.62431  -0.155
O  -1.66913  1.44187  -0.17496  -0.807
O  -2.84451  -0.76421  -0.48785  -0.809
F  0.89191  0.97375  1.21329  -0.289
F  1.38530  0.13098  -0.73169  -0.317
F  2.14319  -0.88759  0.98975  -0.296
S  -1.69946  0.04978  -0.54734  1.773

Entry 3:
A molecular structure, C22H30IrN4O3SSi, computed with ωB97M-V/def2-TZVPD.

## Properties
- Kohn-Sham gap (eV) = 7.617
- multiplicity = 1
- ΔE to the lowest compared entry with this formula, charge and spin (kJ/mol) = 0.0
- net charge = +1

Last column: natural (NBO) charge in e.
Cartesian coordinates (Å):
Ir  0.74802  0.41119  -0.41757  1.152
C  -1.14668  0.39205  2.72132  -0.661
C  0.31166  0.72547  2.72004  0.281
C  1.02863  0.97802  3.88167  -0.287
C  2.38530  1.26779  3.80144  -0.096
C  3.04704  1.30301  2.58273  -0.312
C  2.28484  1.06129  1.45111  0.411
N  0.95309  0.81236  1.55411  -0.465
N  2.59186  0.95949  0.10491  -1.015
Si  4.10880  1.49761  -0.64182  1.790
C  5.50529  0.45633  0.02493  -1.133
C  4.35711  3.29715  -0.21546  -1.134
C  3.92632  1.27812  -2.47675  -1.128
H  -1.34539  -0.41763  3.42314  0.244
H  -1.48181  0.08110  1.73459  0.239
H  -1.72940  1.25582  3.04540  0.242
H  0.52329  0.94098  4.83579  0.236
H  2.94090  1.45534  4.71112  0.235
H  4.10788  1.49010  2.51208  0.240
H  5.83970  0.78275  1.01116  0.239
H  6.36682  0.52079  -0.64350  0.255
H  5.21938  -0.59471  0.09440  0.249
H  4.42404  3.46021  0.86205  0.241
H  3.54258  3.91583  -0.59851  0.238
H  5.28529  3.66529  -0.65852  0.254
H  3.78557  0.23267  -2.75356  0.251
H  4.82684  1.64161  -2.97652  0.254
H  3.08489  1.85496  -2.86394  0.231
C  -4.60368  -5.42512  1.98247  -0.641
C  -3.89340  -4.46011  1.07711  0.040
C  -4.57500  -3.78007  0.07489  -0.218
C  -3.91563  -2.89866  -0.77051  -0.154
C  -2.55562  -2.70434  -0.60262  -0.405
C  -1.84534  -3.37483  0.38819  -0.118
C  -2.51962  -4.24392  1.22120  -0.218
S  -1.71382  -1.58734  -1.65319  2.333
O  -2.61679  -1.09313  -2.65448  -0.937
O  -0.48528  -2.23483  -2.08293  -0.966
N  -1.24465  -0.35153  -0.67280  -0.928
C  -1.73935  0.91816  -0.90507  0.398
C  -2.98356  1.43650  -1.24849  -0.263
C  -3.07882  2.81047  -1.34717  -0.113
C  -1.97568  3.63724  -1.10648  -0.271
C  -0.77236  3.06408  -0.77375  0.059
N  -0.69309  1.73153  -0.69102  -0.394
H  -5.67697  -5.42257  1.80332  0.224
H  -4.42972  -5.17591  3.02981  0.229
H  -4.23580  -6.43995  1.82368  0.235
H  -5.63706  -3.94518  -0.05436  0.225
H  -4.44273  -2.38156  -1.56036  0.243
H  -0.77801  -3.22521  0.49114  0.224
H  -1.97551  -4.77718  1.99113  0.221
H  -3.81944  0.78244  -1.43823  0.261
H  -4.02766  3.25777  -1.61170  0.240
H  -2.05748  4.71152  -1.17432  0.246
H  0.12887  3.62520  -0.57006  0.231
C  0.37982  0.79351  -3.50422  -0.259
O  0.95916  -0.02267  -2.46536  -0.719
H  -0.70893  0.71187  -3.49714  0.198
H  0.77019  0.45776  -4.46189  0.212
H  0.68163  1.82157  -3.32526  0.195
H  0.58951  -0.94050  -2.53731  0.538

Entry 4:
C7H15N3O2 in the gas phase in a non-equilibrium geometry, computed with ωB97M-V/def2-TZVPD.

## Properties
- Kohn-Sham gap (eV) = 8.816
- multiplicity = 1
- ΔE to the lowest compared entry with this formula, charge and spin (kJ/mol) = 522.8
- SMILES string = COCC/N=C(/CN=O)N(C)C

Last column: natural (NBO) charge in e.
Cartesian coordinates (Å):
O  -2.50448  -3.29049  -0.69774  -0.247
N  -1.60910  -2.93688  -1.35046  0.151
N  -0.75651  0.08119  0.14355  -0.441
O  -1.68551  2.48431  1.98914  -0.541
C  -0.36779  -0.98728  -0.46843  0.406
N  1.04753  -1.33241  -0.57098  -0.483
C  -1.49655  3.46612  0.93107  -0.266
C  -1.30763  -1.45256  -1.45074  -0.380
C  2.14328  -0.35295  -0.58576  -0.399
C  1.34966  -2.67272  -1.09254  -0.410
C  0.13953  0.82802  1.04569  -0.283
C  -0.51705  1.68428  2.25763  -0.058
H  -2.35084  4.08373  0.61646  0.203
H  -0.65269  4.17256  1.17691  0.163
H  -1.21516  2.82995  -0.00256  0.175
H  -0.80795  -1.21116  -2.40456  0.219
H  -2.27709  -1.01967  -1.44101  0.242
H  2.43918  0.05037  0.31807  0.200
H  1.92916  0.40186  -1.39738  0.191
H  3.08532  -0.81228  -0.90980  0.207
H  2.45528  -2.65389  -1.26911  0.203
H  1.04652  -3.42822  -0.36264  0.211
H  0.95434  -2.81018  -2.13930  0.194
H  0.71980  0.04630  1.41918  0.194
H  0.72495  1.46984  0.47702  0.190
H  0.27201  2.38186  2.64091  0.162
H  -0.75819  0.98030  3.12737  0.195